# 1
# C24H27N3O4

The molecule C24H27N3O4 (wB97M-V/def2-TZVPD, OMol25).

The value obtained for the energy above the lowest of the compared OMol25 structures with the same formula, charge and spin is 2.545 eV. The SMILES is COc1ccc(-c2cc(C(=O)NCCN3CCOCC3)c3ccccc3n2)cc1OC. The HOMO-LUMO gap comes out at 8.0 eV. As for the total charge: 0. The HOMO energy comes out at -8.0007 eV. The value obtained for the total energy is -37985.957 eV.

Geometry (Å):
C: 6.059 -1.193 -3.533
O: 5.080 -2.201 -3.521
C: 4.035 -2.101 -2.637
C: 3.879 -1.026 -1.769
C: 2.821 -0.948 -0.884
C: 1.881 -1.970 -0.832
C: 0.747 -1.946 0.100
C: 0.162 -0.721 0.501
C: -0.899 -0.724 1.370
C: -1.541 0.568 1.773
O: -1.746 0.900 2.923
N: -1.887 1.333 0.709
C: -2.473 2.643 0.845
C: -1.471 3.743 0.433
N: -1.955 5.101 0.485
C: -2.328 5.569 1.807
C: -2.527 7.085 1.737
O: -3.522 7.427 0.799
C: -3.187 6.940 -0.479
C: -3.006 5.420 -0.463
C: -1.374 -1.964 1.871
C: -2.436 -2.090 2.787
C: -2.849 -3.328 3.196
C: -2.231 -4.488 2.705
C: -1.198 -4.401 1.815
C: -0.739 -3.140 1.378
N: 0.286 -3.103 0.511
C: 2.036 -3.053 -1.689
C: 3.080 -3.138 -2.601
O: 3.052 -4.263 -3.368
C: 3.957 -4.461 -4.430
H: 6.781 -1.501 -4.288
H: 5.638 -0.221 -3.813
H: 6.563 -1.108 -2.565
H: 4.603 -0.226 -1.774
H: 2.759 -0.103 -0.216
H: 0.551 0.209 0.111
H: -1.667 1.011 -0.220
H: -2.743 2.753 1.898
H: -3.375 2.701 0.228
H: -1.140 3.553 -0.594
H: -0.598 3.677 1.090
H: -1.526 5.334 2.509
H: -3.264 5.107 2.163
H: -2.865 7.477 2.697
H: -1.575 7.560 1.459
H: -4.006 7.227 -1.141
H: -2.253 7.408 -0.824
H: -2.710 5.076 -1.457
H: -3.969 4.956 -0.193
H: -2.901 -1.196 3.172
H: -3.659 -3.419 3.905
H: -2.578 -5.454 3.041
H: -0.703 -5.277 1.427
H: 1.323 -3.860 -1.658
H: 4.985 -4.562 -4.075
H: 3.906 -3.652 -5.162
H: 3.642 -5.393 -4.899

Computed natural (NBO) charges, given in elementary charges: C -0.250; O -0.509; C 0.221; C -0.275; C -0.211; C -0.084; C 0.220; C -0.245; C -0.070; C 0.660; O -0.614; N -0.606; C -0.258; C -0.205; N -0.446; C -0.254; C -0.071; O -0.522; C -0.070; C -0.253; C -0.019; C -0.192; C -0.214; C -0.197; C -0.198; C 0.147; N -0.409; C -0.227; C 0.331; O -0.509; C -0.240; H 0.201; H 0.176; H 0.178; H 0.218; H 0.212; H 0.219; H 0.400; H 0.235; H 0.194; H 0.187; H 0.202; H 0.209; H 0.170; H 0.193; H 0.165; H 0.192; H 0.165; H 0.203; H 0.167; H 0.234; H 0.215; H 0.215; H 0.226; H 0.243; H 0.183; H 0.179; H 0.188

***

# 2
# C14H19Cl16F2N5O2P

A cluster of 5 separate species, C14H19Cl16F2N5O2P in total in a non-equilibrium geometry (wB97M-V/def2-TZVPD, OMol25).

The HOMO-LUMO gap comes out at 8.4 eV. As for the total charge: +1. The HOMO energy comes out at -12.2687 eV. The value obtained for the total energy is -241446.794 eV.

Geometry (Å):
C: -1.358 -2.784 1.239
C: -0.606 -2.251 0.075
C: -1.006 -2.684 -1.270
N: 0.428 -1.460 0.247
P: 0.271 0.114 0.171
C: -0.108 0.875 1.763
C: -1.357 1.788 1.794
C: -2.570 1.271 1.011
C: -2.915 2.152 -0.178
N: -4.103 1.724 -0.930
C: -3.991 0.378 -1.331
N: -3.108 -0.058 -2.144
N: -4.956 -0.477 -0.806
N: 1.767 0.790 -0.422
C: 2.012 0.318 -1.777
O: 2.724 -0.552 -2.085
F: 1.312 1.040 -2.644
C: 1.573 2.207 -0.456
O: 0.538 2.754 -0.261
F: 2.700 2.813 -0.708
H: -2.312 -3.181 0.909
H: -0.789 -3.597 1.685
H: -1.529 -2.017 1.989
H: -1.637 -3.565 -1.232
H: -0.131 -2.877 -1.883
H: -1.607 -1.890 -1.748
H: -0.696 0.426 -0.785
H: -0.218 0.041 2.449
H: 0.750 1.463 2.084
H: -1.059 2.772 1.452
H: -1.635 1.894 2.837
H: -2.433 0.239 0.680
H: -3.432 1.251 1.677
H: -3.065 3.180 0.139
H: -2.080 2.185 -0.874
H: -4.928 1.794 -0.344
H: -2.571 0.708 -2.541
H: -4.975 -0.478 0.206
H: -4.770 -1.417 -1.135
C: 2.690 4.687 2.644
Cl: 3.887 3.416 2.385
Cl: 2.359 5.510 1.120
Cl: 1.185 3.948 3.243
Cl: 3.276 5.835 3.835
C: 2.827 -4.784 -0.272
Cl: 4.066 -5.262 0.880
Cl: 1.224 -5.072 0.447
Cl: 2.999 -3.071 -0.666
Cl: 2.968 -5.740 -1.742
C: -1.876 -1.558 -5.480
Cl: -1.259 -1.483 -7.127
Cl: -0.787 -0.647 -4.414
Cl: -3.493 -0.865 -5.424
Cl: -1.928 -3.239 -4.940
C: 6.865 0.747 3.742
Cl: 6.174 1.079 2.144
Cl: 5.570 0.757 4.944
Cl: 7.645 -0.831 3.722
Cl: 8.045 1.994 4.135

Computed natural (NBO) charges, given in elementary charges: C -0.726; C 0.623; C -0.766; N -0.959; P 1.737; C -0.781; C -0.403; C -0.428; C -0.216; N -0.618; C 0.587; N -0.790; N -0.816; N -0.809; C 0.964; O -0.439; F -0.304; C 0.989; O -0.533; F -0.265; H 0.241; H 0.291; H 0.239; H 0.245; H 0.274; H 0.320; H -0.021; H 0.263; H 0.286; H 0.241; H 0.235; H 0.181; H 0.220; H 0.222; H 0.194; H 0.373; H 0.352; H 0.374; H 0.391; C -0.230; Cl 0.056; Cl 0.066; Cl 0.019; Cl 0.090; C -0.227; Cl 0.082; Cl 0.015; Cl 0.065; Cl 0.079; C -0.223; Cl 0.082; Cl 0.017; Cl 0.080; Cl 0.051; C -0.229; Cl 0.036; Cl 0.054; Cl 0.072; Cl 0.076

***

# 3
# C4H6O2

A cluster of 3 separate species, C4H6O2 in total in a non-equilibrium geometry (wB97M-V/def2-TZVPD, OMol25).

The value obtained for the energy above the lowest of the compared OMol25 structures with the same formula, charge and spin is 2.395 eV. The HOMO-LUMO gap comes out at 11.1 eV. As for the total charge: 0. The HOMO energy comes out at -10.1767 eV. The value obtained for the total energy is -8338.066 eV.

Geometry (Å):
O: -2.094 -2.701 -1.271
C: -1.361 -1.846 -1.406
C: -0.065 1.411 -0.707
C: -0.089 1.682 0.595
C: 0.983 -1.175 0.750
O: 0.002 -1.824 1.016
H: 0.616 1.919 -1.386
H: -0.717 0.659 -1.144
H: 0.569 2.426 1.038
H: -0.770 1.167 1.268
H: 1.576 -0.663 1.532
H: 1.352 -1.055 -0.286

Computed natural (NBO) charges, given in elementary charges: O -0.499; C 0.499; C -0.391; C -0.401; C 0.286; O -0.524; H 0.194; H 0.206; H 0.196; H 0.201; H 0.115; H 0.118

***

Repeat the third record exactly.
# C4H6O2

A cluster of 3 separate species, C4H6O2 in total in a non-equilibrium geometry (wB97M-V/def2-TZVPD, OMol25).

The value obtained for the energy above the lowest of the compared OMol25 structures with the same formula, charge and spin is 2.395 eV. The HOMO-LUMO gap comes out at 11.1 eV. As for the total charge: 0. The HOMO energy comes out at -10.1767 eV. The value obtained for the total energy is -8338.066 eV.

Geometry (Å):
O: -2.094 -2.701 -1.271
C: -1.361 -1.846 -1.406
C: -0.065 1.411 -0.707
C: -0.089 1.682 0.595
C: 0.983 -1.175 0.750
O: 0.002 -1.824 1.016
H: 0.616 1.919 -1.386
H: -0.717 0.659 -1.144
H: 0.569 2.426 1.038
H: -0.770 1.167 1.268
H: 1.576 -0.663 1.532
H: 1.352 -1.055 -0.286

Computed natural (NBO) charges, given in elementary charges: O -0.499; C 0.499; C -0.391; C -0.401; C 0.286; O -0.524; H 0.194; H 0.206; H 0.196; H 0.201; H 0.115; H 0.118

***

Copy entry 2 word for word.
# C14H19Cl16F2N5O2P

A cluster of 5 separate species, C14H19Cl16F2N5O2P in total in a non-equilibrium geometry (wB97M-V/def2-TZVPD, OMol25).

The HOMO-LUMO gap comes out at 8.4 eV. As for the total charge: +1. The HOMO energy comes out at -12.2687 eV. The value obtained for the total energy is -241446.794 eV.

Geometry (Å):
C: -1.358 -2.784 1.239
C: -0.606 -2.251 0.075
C: -1.006 -2.684 -1.270
N: 0.428 -1.460 0.247
P: 0.271 0.114 0.171
C: -0.108 0.875 1.763
C: -1.357 1.788 1.794
C: -2.570 1.271 1.011
C: -2.915 2.152 -0.178
N: -4.103 1.724 -0.930
C: -3.991 0.378 -1.331
N: -3.108 -0.058 -2.144
N: -4.956 -0.477 -0.806
N: 1.767 0.790 -0.422
C: 2.012 0.318 -1.777
O: 2.724 -0.552 -2.085
F: 1.312 1.040 -2.644
C: 1.573 2.207 -0.456
O: 0.538 2.754 -0.261
F: 2.700 2.813 -0.708
H: -2.312 -3.181 0.909
H: -0.789 -3.597 1.685
H: -1.529 -2.017 1.989
H: -1.637 -3.565 -1.232
H: -0.131 -2.877 -1.883
H: -1.607 -1.890 -1.748
H: -0.696 0.426 -0.785
H: -0.218 0.041 2.449
H: 0.750 1.463 2.084
H: -1.059 2.772 1.452
H: -1.635 1.894 2.837
H: -2.433 0.239 0.680
H: -3.432 1.251 1.677
H: -3.065 3.180 0.139
H: -2.080 2.185 -0.874
H: -4.928 1.794 -0.344
H: -2.571 0.708 -2.541
H: -4.975 -0.478 0.206
H: -4.770 -1.417 -1.135
C: 2.690 4.687 2.644
Cl: 3.887 3.416 2.385
Cl: 2.359 5.510 1.120
Cl: 1.185 3.948 3.243
Cl: 3.276 5.835 3.835
C: 2.827 -4.784 -0.272
Cl: 4.066 -5.262 0.880
Cl: 1.224 -5.072 0.447
Cl: 2.999 -3.071 -0.666
Cl: 2.968 -5.740 -1.742
C: -1.876 -1.558 -5.480
Cl: -1.259 -1.483 -7.127
Cl: -0.787 -0.647 -4.414
Cl: -3.493 -0.865 -5.424
Cl: -1.928 -3.239 -4.940
C: 6.865 0.747 3.742
Cl: 6.174 1.079 2.144
Cl: 5.570 0.757 4.944
Cl: 7.645 -0.831 3.722
Cl: 8.045 1.994 4.135

Computed natural (NBO) charges, given in elementary charges: C -0.726; C 0.623; C -0.766; N -0.959; P 1.737; C -0.781; C -0.403; C -0.428; C -0.216; N -0.618; C 0.587; N -0.790; N -0.816; N -0.809; C 0.964; O -0.439; F -0.304; C 0.989; O -0.533; F -0.265; H 0.241; H 0.291; H 0.239; H 0.245; H 0.274; H 0.320; H -0.021; H 0.263; H 0.286; H 0.241; H 0.235; H 0.181; H 0.220; H 0.222; H 0.194; H 0.373; H 0.352; H 0.374; H 0.391; C -0.230; Cl 0.056; Cl 0.066; Cl 0.019; Cl 0.090; C -0.227; Cl 0.082; Cl 0.015; Cl 0.065; Cl 0.079; C -0.223; Cl 0.082; Cl 0.017; Cl 0.080; Cl 0.051; C -0.229; Cl 0.036; Cl 0.054; Cl 0.072; Cl 0.076